Entry 1:
{"formula": "C2H8N2O", "method": "ωB97M-V/def2-TZVPD", "species": ["C", "N", "C", "N", "H", "H", "H", "H", "H", "H", "H", "H", "O"], "positions_angstrom": [[-0.02202, 1.33699, 1.52927], [-1.17600, -0.61770, -0.92450], [-0.75902, -0.69612, 0.42605], [0.13897, -0.08724, 1.06443], [-0.62722, 1.14014, 2.43791], [-0.52987, 1.94808, 0.77868], [0.94847, 1.70919, 1.90560], [-0.48676, -0.26152, -1.56673], [-1.95698, -1.23674, -1.15506], [-1.28605, -1.51183, 0.91936], [1.90298, -0.58580, -1.03372], [2.23951, -0.30708, -2.54291], [1.61399, -0.83035, -1.83839]], "lowdin_charge": [-0.1226, 0.0925, -0.3402, -0.0722, 0.0677, 0.0608, 0.0623, 0.0557, 0.0888, 0.0978, -0.0594, 0.1438, -0.0752], "lumo_energy_ev": 0.8, "e_above_lowest_kcal_mol": 75.1, "homo_lumo_gap_ha": 0.307, "energy_ev": -7229.0729, "smiles": "C/N=C\\N.O"}

=====

Entry 2:
{"formula": "C2H8N2O", "method": "ωB97M-V/def2-TZVPD", "species": ["C", "N", "C", "N", "H", "H", "H", "H", "H", "H", "H", "H", "O"], "positions_angstrom": [[-1.19040, 0.10372, -1.48477], [0.01344, 0.09729, -0.65320], [0.04328, 1.01204, 0.36065], [0.43820, 0.78997, 1.55151], [-1.09885, -0.67998, -2.23227], [-1.32742, 1.06051, -1.98801], [-2.09254, -0.07619, -0.90340], [0.26146, -0.84829, -0.35706], [-0.39470, 1.97269, 0.05509], [0.38346, 1.68352, 2.03322], [1.22284, -1.13135, 1.48750], [2.29551, -2.12247, 1.25714], [1.44571, -1.86147, 0.87360]], "lowdin_charge": [-0.1029, -0.0621, -0.3366, 0.0612, 0.0796, 0.0762, 0.0767, 0.0857, 0.1246, 0.0420, 0.0031, 0.0452, -0.0927], "lumo_energy_ev": 1.1, "e_above_lowest_kcal_mol": 24.8, "homo_lumo_gap_ha": 0.379, "energy_ev": -7231.2541, "smiles": "[H]/N=C/NC.O"}

=====

Entry 3:
{"formula": "C2H8N2O", "method": "ωB97M-V/def2-TZVPD", "species": ["C", "N", "C", "N", "H", "H", "H", "H", "H", "H", "H", "H", "O"], "positions_angstrom": [[-0.00090, -2.14559, 0.50156], [1.33062, -1.73488, 0.04297], [1.67365, -0.56333, -0.60832], [2.87444, -0.13181, -0.53210], [-0.01548, -1.86559, 1.54842], [-0.78268, -1.61910, -0.05567], [0.11788, -3.23179, 0.39413], [2.21361, -2.14905, 0.30967], [0.84784, -0.14713, -1.16810], [2.89023, 0.83078, -0.86151], [-3.29341, 3.85968, 0.67903], [-3.94309, 4.37026, -0.60404], [-3.91271, 4.52754, 0.35396]], "lowdin_charge": [-0.0799, -0.1008, -0.3505, 0.0424, 0.0686, 0.0832, 0.0829, 0.1185, 0.1105, 0.0250, 0.0327, 0.0376, -0.0704], "lumo_energy_ev": 0.6, "e_above_lowest_kcal_mol": 43.3, "homo_lumo_gap_ha": 0.338, "energy_ev": -7230.4485, "smiles": "[H]/N=C/NC.O"}

=====

Entry 4:
{"formula": "C2H8N2O", "method": "ωB97M-V/def2-TZVPD", "species": ["O", "C", "H", "H", "N", "C", "N", "H", "H", "H", "H", "H", "H"], "positions_angstrom": [[0.32572, -3.98126, 0.16807], [0.34047, -2.78517, -0.03194], [1.19526, -2.15167, 0.09556], [-0.50798, -2.39961, -0.64876], [-0.62323, 3.22036, 0.53511], [-0.24898, 1.73692, 0.34832], [0.34272, 1.12331, -0.87742], [-0.88587, 3.76250, -0.34175], [-1.55435, 3.31603, 0.91305], [0.55435, 1.51603, 1.16763], [-1.06435, 1.11424, 0.67415], [1.35339, 1.34464, -1.02497], [-0.28153, 1.23175, -1.68154]], "lowdin_spin": [0.0001, 0.0006, 0.0003, 0.0002, 0.5226, 0.0590, 0.3228, 0.0103, 0.0114, 0.0169, 0.0401, 0.0122, 0.0036], "spin_multiplicity": 2, "lumo_energy_ev": [-3.8, -9.6], "e_above_lowest_kcal_mol": 90.7, "homo_lumo_gap_ha": [0.331, 0.118], "charge": 1, "energy_ev": -7219.9149}